(1)
{"formula": "C5H14O2S2Si", "method": "ωB97M-V/def2-TZVPD", "species": ["H", "S", "H", "C", "H", "H", "C", "O", "C", "H", "O", "C", "H", "H", "Si", "H", "H", "H", "H", "H", "C", "H", "S", "H"], "coordinates": [[-0.8260, -2.9715, 0.9375], [-1.6893, 2.6308, -0.7584], [-0.1278, 1.0003, 2.5234], [-0.0573, -0.6780, -2.1559], [-2.0018, -1.7394, 1.0330], [-2.3310, -0.2263, -2.0916], [2.4776, 1.1709, 0.3480], [1.0923, 1.0796, 0.2946], [-1.4003, -0.4668, -1.5174], [0.3876, 0.3282, -2.5539], [-0.1213, -1.1369, 1.3120], [-1.4232, 0.8809, 0.0382], [-1.4961, -2.3040, 2.5414], [-3.8324, 1.0859, -0.1274], [-0.0649, 0.4314, 1.1854], [-0.2054, -1.3578, -2.9929], [3.0437, 0.3114, -0.0291], [-0.6183, 2.7511, -1.4986], [2.6591, 2.1595, 0.0068], [2.6539, 1.1835, 1.4093], [-1.1145, -2.1055, 1.5326], [-1.6129, -1.3318, -0.8577], [-3.1167, 0.6030, 0.7641], [0.6506, -1.1507, -1.4084]], "mulliken_charge": [0.313, -0.149, -0.233, -0.754, 0.246, 0.357, -0.848, 0.030, -0.273, 0.141, -0.205, -0.113, 0.238, 0.089, 0.269, 0.431, 0.262, 0.098, 0.301, 0.342, -0.665, 0.153, -0.167, 0.137], "e_above_lowest_kj_mol": 9.3}

=====

(2)
{"formula": "C30H39N3O3OsPS2Se", "method": "ωB97M-V/def2-TZVPD", "species": ["C", "C", "O", "C", "H", "H", "H", "C", "C", "H", "C", "C", "H", "Se", "H", "C", "H", "C", "H", "H", "N", "H", "C", "H", "C", "C", "S", "C", "C", "H", "H", "Os", "C", "H", "P", "C", "C", "N", "H", "C", "H", "H", "C", "C", "N", "O", "H", "H", "C", "H", "H", "C", "C", "H", "H", "H", "H", "H", "C", "H", "S", "C", "H", "H", "H", "H", "H", "H", "H", "H", "H", "C", "C", "H", "C", "O", "H", "C", "H", "C"], "coordinates": [[-3.3926, -3.4719, -3.1139], [6.1773, 0.7598, -4.3024], [-1.0554, 1.2712, 0.2620], [4.8760, 2.4167, -0.3553], [-4.4480, -0.8099, 3.5341], [7.0490, 1.0435, -4.8759], [1.0463, -2.2257, 4.2778], [-0.8692, 1.2884, 3.2903], [-3.3371, 1.8940, 3.2940], [-3.0583, 2.7631, 3.8792], [-2.5757, -2.8845, -2.1793], [3.1547, 0.6793, -0.9439], [0.5554, 2.0759, -2.1053], [2.1523, 0.8709, 0.6608], [-2.3473, -3.1942, 3.3650], [-0.1083, -1.0402, 2.9233], [-4.3488, -3.0483, -3.3937], [-2.5062, -0.4020, 2.7698], [-4.4564, -0.0542, 1.9519], [5.5763, -0.7153, -5.7472], [2.9440, -0.1662, -1.9591], [-3.2097, 3.4508, -1.7241], [-0.4819, 2.7000, 3.5936], [-0.6300, 3.1564, -2.8668], [5.3323, -0.2506, -4.8014], [-1.4602, -1.3995, 2.6680], [-2.8321, -1.3571, -1.3384], [-0.6645, 3.9547, 0.0212], [-1.3439, -3.4302, -1.8102], [-1.1961, 4.1813, 0.9461], [0.0566, -5.0432, -2.0983], [0.0991, -0.3776, 0.4458], [3.9599, -0.0223, -2.9092], [4.2890, 2.5630, 0.5443], [-1.3181, 2.4657, -0.7081], [-1.8618, -2.8215, 2.4556], [-0.5092, 2.2441, -2.2785], [-1.4347, -1.5871, -0.3529], [1.9284, -1.8074, 2.8202], [-0.7250, -2.5964, -0.8010], [4.9255, 3.3486, -0.9137], [-3.5455, -5.1546, -4.4295], [-3.9366, -0.7900, 2.5654], [-0.8887, -4.6019, -2.3912], [4.2570, 1.3833, -1.1950], [-3.9786, -1.3395, -0.4988], [-2.5964, -2.9133, 1.6575], [1.7965, 1.6950, 3.6615], [0.1856, 0.2976, 3.2471], [0.7126, -3.0611, 2.7727], [2.2176, -0.8660, -1.9705], [-2.2049, 0.9124, 3.1156], [-2.9299, -4.6581, -3.6909], [-0.1747, 2.7902, 4.6413], [-3.7115, 2.2389, 2.3248], [0.3973, 3.8207, 0.2326], [-4.1776, 1.4287, 3.8043], [-4.0699, -1.7605, 2.1045], [4.7917, 0.9699, -2.4199], [3.5611, -1.4399, -4.5038], [0.8865, -2.5330, -0.1540], [1.5191, 0.6591, 3.8340], [-0.9431, 1.4048, -2.8228], [2.3282, 0.0233, 3.4926], [-1.2857, 3.4064, 3.4261], [0.3745, 3.0100, 2.9928], [6.5809, 2.1648, -2.7241], [-1.3820, -6.1334, -3.8063], [-0.7893, 4.7936, -0.6668], [-3.5114, 3.0520, -0.0218], [1.4566, 0.5290, 4.9216], [5.9271, 1.3911, -3.1047], [-3.0600, 2.6961, -0.9484], [-3.5266, 1.7632, -1.2606], [0.9494, -2.0941, 3.1965], [-2.5378, -0.2555, -2.2029], [5.8801, 2.1002, -0.0818], [4.2074, -0.6619, -4.1195], [-1.0281, -3.4779, 2.2380], [-1.7026, -5.2118, -3.3400]], "lowdin_spin": [0.001, 0.005, 0.124, 0.001, 0.010, 0.000, 0.000, 0.173, -0.002, 0.000, 0.004, 0.015, 0.002, 0.205, 0.012, 0.038, 0.000, 0.154, 0.006, 0.000, 0.011, 0.000, 0.028, 0.000, 0.007, 0.191, 0.005, 0.007, 0.002, 0.000, 0.000, 2.455, 0.008, 0.001, 0.019, 0.027, 0.008, 0.042, 0.000, 0.039, 0.000, 0.000, 0.024, 0.004, 0.016, 0.002, 0.006, 0.002, 0.149, 0.001, 0.004, 0.019, 0.006, 0.012, 0.000, 0.002, 0.000, 0.000, 0.006, 0.000, 0.103, 0.018, 0.001, 0.004, 0.000, 0.006, 0.000, 0.000, 0.001, 0.000, 0.009, 0.002, 0.000, 0.000, 0.004, 0.002, 0.000, 0.000, 0.001, 0.000], "e_above_lowest_kj_mol": 0.0, "total_charge": 3, "s_squared": 6.04, "multiplicity": 5}

=====

(3)
{"formula": "C3H4N2O3", "method": "ωB97M-V/def2-TZVPD", "species": ["O", "H", "C", "H", "N", "H", "C", "O", "N", "O", "H", "C"], "coordinates": [[-0.1708, -0.7702, -1.3189], [-2.3969, 1.0002, -0.0423], [-0.6637, -0.1707, -0.4126], [-1.9267, -0.3380, 1.0230], [0.3754, 1.4606, 1.2597], [-2.6373, -0.7988, -0.6208], [-0.0325, 0.8068, 0.4310], [2.4589, -0.1018, -0.8377], [2.2363, -0.3959, 0.5194], [2.9828, 0.0816, 1.2683], [1.8199, -0.6549, -1.2225], [-2.0455, -0.1188, -0.0467]], "mulliken_charge": [-0.545, 0.314, 0.922, 0.337, -0.360, 0.335, 0.180, -0.334, 0.201, -0.338, 0.422, -1.134], "e_above_lowest_kj_mol": 466.9, "smiles": "CC(=O)C#N.O=NO"}

=====

(4)
{"formula": "C2H2N2OS2", "method": "ωB97M-V/def2-TZVPD", "species": ["N", "C", "H", "N", "O", "S", "C", "H", "S"], "coordinates": [[-0.3201, -0.7360, 0.5033], [0.4637, 0.2905, 0.7961], [-0.0668, -1.6909, 0.7248], [-1.4933, -0.5441, -0.1285], [3.0350, -0.0686, -1.0972], [-0.3294, 1.6903, 0.2081], [-1.6522, 0.7016, -0.3581], [-2.5089, 1.1081, -0.8522], [2.8720, -0.7510, 0.2039]], "lowdin_spin": [0.020, 0.094, 0.004, 0.001, 0.696, 0.010, 0.010, 0.001, 1.164], "e_above_lowest_kj_mol": 0.0, "s_squared": 2.01, "multiplicity": 3}

=====

(5)
{"formula": "C4H6O2", "method": "ωB97M-V/def2-TZVPD", "species": ["H", "C", "C", "H", "C", "O", "H", "H", "C", "H", "O", "H"], "coordinates": [[-1.4475, -1.1069, 0.9519], [0.0935, 0.0115, 0.0071], [-1.0221, -1.0349, -0.0593], [-1.8356, -0.7182, -0.7165], [-0.2128, 1.4461, -0.0317], [-0.1284, 0.7569, 1.2058], [0.5808, 2.1844, -0.0963], [-0.6854, -2.0309, -0.3471], [1.5748, -0.3498, -0.1573], [1.9634, -0.9847, 0.6578], [2.3089, 0.0533, -1.0267], [-1.1895, 1.7732, -0.3877]], "mulliken_charge": [0.321, 1.204, -1.299, 0.308, -0.534, -0.466, 0.259, 0.339, -0.237, 0.309, -0.442, 0.238], "e_above_lowest_kj_mol": 218.7, "smiles": "C[C@@]1(C=O)CO1"}

=====

(6)
{"formula": "C29H33N4ORuSi", "method": "ωB97M-V/def2-TZVPD", "species": ["H", "C", "N", "C", "H", "H", "C", "C", "H", "C", "C", "H", "H", "C", "H", "H", "C", "C", "C", "H", "C", "H", "H", "C", "H", "H", "N", "C", "H", "H", "Ru", "C", "O", "C", "H", "H", "C", "C", "C", "H", "H", "H", "C", "C", "H", "C", "H", "N", "Si", "H", "C", "H", "H", "H", "H", "H", "C", "H", "C", "C", "C", "N", "H", "H", "C", "H", "C", "C", "H"], "coordinates": [[-0.3751, 0.4170, 2.7591], [0.0081, -1.1929, -2.8131], [-0.2003, 0.0261, -2.2443], [-2.3737, 1.8193, -3.2658], [-0.3770, -2.7966, 0.3313], [-2.5877, 2.5838, -4.0148], [1.1736, 1.6036, 2.5055], [-0.5138, -1.5020, -4.1038], [-2.3007, -4.3469, 0.2559], [2.8447, 0.3402, -1.4359], [-2.9546, 3.5366, 0.1667], [1.3752, -1.0054, 1.8414], [1.1000, 0.8603, -4.9687], [-3.9144, -1.3737, 0.0330], [1.5760, 2.1170, 1.6300], [2.1962, 0.4511, -2.2906], [-2.4723, -3.2828, 0.1872], [-0.2969, -2.7032, -4.6700], [-4.1433, 2.8506, 0.1016], [-0.2236, 3.8127, -2.1831], [-5.1981, -0.7275, -0.0062], [3.1035, 1.1053, 3.2468], [-2.9314, 4.6125, 0.2606], [0.4630, -3.6687, -4.0012], [0.6376, -4.6321, -4.4606], [-0.7991, 3.3523, 0.1358], [-1.7062, 1.5157, 0.0019], [-2.8720, 0.8312, 0.0048], [-6.0840, -1.3480, -0.0178], [0.4913, 2.4988, -5.1896], [0.0156, 0.2977, -0.2536], [-4.1237, 1.4452, 0.0264], [-0.0340, 0.9632, 2.0399], [4.3909, 0.0015, 0.7581], [0.5878, 2.5959, -1.1976], [-1.1290, -0.7836, -4.6221], [0.7683, -2.1962, -2.1538], [-1.3774, -2.4127, 0.2104], [4.2053, 0.4970, -1.5651], [1.2197, -1.9778, -1.1956], [-2.7869, 2.1616, -2.3176], [4.6334, 0.7323, -2.5285], [0.3649, 2.8959, -2.2308], [0.2064, 1.4830, -4.9058], [1.8094, 0.2046, 4.0191], [2.3508, -0.5829, 2.0927], [-2.9068, 0.9125, -3.5599], [2.2386, 0.0442, -0.2654], [-0.5343, 1.5413, -3.1953], [-6.2670, 1.1039, -0.0119], [0.9973, -3.3874, -2.7376], [-0.7171, -2.9111, -5.6439], [1.3179, 3.1463, -2.6973], [0.9290, 2.3579, 3.2543], [1.6098, -4.1171, -2.2252], [-4.6057, -3.4186, 0.0671], [2.1595, 0.5899, 3.0584], [-5.0908, 3.3737, 0.1244], [4.9969, 0.3405, -0.4364], [3.0145, -0.1642, 0.8179], [-5.2993, 0.6206, -0.0027], [-1.5086, -1.0979, 0.1264], [4.9781, -0.1577, 1.6525], [-0.4985, 1.1295, -5.6570], [-2.7636, -0.5864, 0.0395], [2.9342, -1.3696, 2.5702], [-1.7473, 2.8305, 0.1027], [-3.7407, -2.7683, 0.0894], [6.0702, 0.4615, -0.4922]], "lowdin_spin": [0.000, 0.034, 0.384, 0.011, 0.000, 0.001, 0.001, 0.103, 0.000, 0.003, 0.000, 0.000, 0.000, 0.001, 0.000, 0.001, 0.001, -0.001, 0.001, 0.001, 0.000, 0.000, 0.000, 0.166, 0.008, 0.000, 0.001, 0.000, 0.000, 0.000, 0.139, 0.000, 0.000, 0.000, -0.001, 0.004, 0.101, 0.002, 0.000, 0.003, 0.000, 0.000, 0.003, 0.003, 0.000, 0.000, 0.000, 0.005, 0.032, 0.000, -0.001, -0.003, 0.000, 0.000, -0.003, 0.000, 0.000, 0.000, 0.001, 0.001, 0.001, -0.002, 0.000, 0.000, -0.001, 0.000, 0.001, 0.000, 0.000], "e_above_lowest_kj_mol": 0.0, "total_charge": 2, "s_squared": 0.79, "multiplicity": 2}

=====

(7)
{"formula": "HI2NO3S", "method": "ωB97M-V/def2-TZVPD", "species": ["H", "N", "I", "O", "O", "I", "S", "O"], "coordinates": [[1.1445, 0.3308, 1.1863], [0.3596, 0.9700, 0.8223], [-2.1054, -2.1899, 0.4193], [1.1803, -0.3499, -1.2576], [-0.3422, -1.5429, 0.4685], [0.9395, 2.5893, -0.0456], [0.0089, -0.0876, -0.4464], [-1.1852, 0.2803, -1.1469]], "mulliken_charge": [0.344, -0.468, 0.308, -0.491, -0.531, 0.270, 1.108, -0.539], "e_above_lowest_kj_mol": 23.0}

=====

(8)
{"formula": "C6H13N", "method": "ωB97M-V/def2-TZVPD", "species": ["H", "H", "C", "C", "C", "H", "C", "H", "C", "H", "H", "H", "H", "H", "H", "H", "H", "N", "H", "C"], "coordinates": [[-1.6363, 1.1933, -0.7931], [2.4758, -0.5404, -2.1329], [-0.8181, -1.8525, 0.8394], [1.0489, -1.1407, -0.6611], [0.0120, 0.5457, 0.7532], [-0.6048, -2.8366, 0.4263], [-0.6274, 1.6005, -0.7733], [-0.7916, 1.7395, 2.1888], [1.7733, -0.1176, -1.4160], [-0.3712, 1.8167, -1.8076], [-0.7777, -1.9024, 1.9289], [-1.7245, 0.4104, 1.8168], [2.3243, 0.5868, -0.7849], [-1.8446, -1.5979, 0.5592], [0.9652, -2.1173, -1.1271], [0.9284, 0.6144, -1.7805], [0.9541, 1.0798, 0.8446], [-0.7857, 0.7763, 1.8864], [-0.6608, 2.5767, -0.2880], [0.1608, -0.8347, 0.3211]], "mulliken_charge": [0.222, 0.394, -1.686, -0.193, -0.254, 0.388, -1.100, 0.261, -0.977, 0.466, 0.363, 0.218, 0.282, 0.333, 0.284, 0.039, 0.369, -0.607, 0.258, 0.939], "e_above_lowest_kj_mol": 226.4}

=====

DFT total energy for the records above, in order: -1435.2023, -5185.5215, -451.8019, -1058.4132, -306.4230, -1803.1102, -1274.5419, -291.0725 Ha